ORCA calculation (wB97M-V/def2-TZVPD) on a molecular structure, C19H34N3O5P2Tl in a non-equilibrium geometry.

For the HOMO-LUMO gap (spin up / spin down), the calculation gives 4.6475 / 5.7517 eV. The value obtained for the maximum force is 2.56 eV Å⁻¹. The total charge is +2.

```
64
Properties=species:S:1:pos:R:3:forces:R:3
H 0.937858 0.654669 -5.427336 -0.4652 0.6541 -0.0329
C -0.616296 -4.094007 -1.607954 0.5989 -0.0276 -0.1257
H -2.829670 1.991675 2.689369 -0.1583 0.0358 0.1804
H -3.500996 -0.899336 -3.716946 0.5240 0.3727 -0.1904
P 2.619507 0.090232 -0.876079 -0.4838 1.9457 0.1994
C -0.092912 0.930778 4.586317 -0.5734 0.1752 -0.0575
C -0.861447 1.547186 3.378028 0.2955 0.1824 0.1957
N 0.000568 1.252535 1.039438 0.5844 0.1218 -2.4854
O -0.523521 3.863576 4.092871 -0.0638 -0.8719 -0.5296
C -0.748111 -2.710453 -1.437984 0.2739 0.4959 0.5209
H 2.976865 -1.516110 -4.395984 -0.3099 0.3128 -0.8135
H 0.804737 -5.694736 -1.903558 -0.0302 0.0870 0.0099
C -2.397808 1.614504 3.628836 0.1387 0.4364 -0.2448
H 2.815657 -4.147654 -1.932409 -0.4788 -0.1412 -0.0825
C 2.747450 -1.502578 -1.576130 -0.0442 -1.1747 -0.0825
O -0.940110 -0.471672 2.063614 0.1504 0.6391 -0.1307
H -0.397104 1.068704 -4.777234 -0.0777 -0.0263 -0.1579
H -2.611805 0.695020 -3.907490 -0.1615 -0.6912 0.1980
C 0.451102 2.526666 0.950145 0.7783 2.1124 -0.0032
H -2.399381 -2.081317 -0.147397 0.1079 -0.3121 -0.4475
H 3.747909 -1.904451 -1.813206 -0.6152 0.1359 -0.0445
P -2.300003 -0.347440 -1.741785 0.3457 -0.0928 -0.0372
H -3.542051 0.413623 0.171162 -0.1978 -0.1128 -0.6657
C 1.790785 -3.787380 -1.816085 -0.2499 0.6916 0.1971
Tl 0.053091 0.497383 -1.166153 0.1743 0.3027 1.3836
H -2.552765 2.404595 4.381212 0.0880 -0.2844 -0.2325
C -3.715568 0.403346 -0.927703 -0.1817 0.2030 0.3293
H 4.262306 -0.220460 0.810775 -0.4163 0.1472 0.1382
H -3.816667 1.455933 -1.272483 -0.0451 -0.7122 0.1314
C 3.430953 1.433498 -1.802145 0.2419 -0.4471 -0.1821
C -0.398365 3.017308 3.236272 -0.0656 0.0179 0.6329
H -0.427171 -0.109135 4.730988 0.1144 0.3994 -0.1397
H -4.616187 -0.192852 -1.188628 0.3836 0.4873 0.2512
C -2.146968 -2.096949 -1.228251 0.1471 0.2000 0.0824
H 0.044586 1.801535 -2.326335 0.2339 -0.0584 -0.2597
N 0.332373 -1.916916 -1.357660 0.1643 0.1292 -0.7206
C 1.619049 -2.385016 -1.602861 -0.5975 -0.7331 0.3159
C -2.553587 -0.350989 -3.533117 0.1204 0.1665 -0.1976
H 3.061213 1.032339 1.358310 0.0476 -0.4069 -0.4965
O 1.054133 3.003890 -0.052082 -1.1805 -1.6647 1.5284
H -1.516994 -4.709089 -1.583717 0.4097 0.0235 -0.1126
O 0.330911 1.418891 -5.296723 0.6868 -0.7496 0.2210
C 3.191595 0.057948 0.850203 -0.1278 -0.2901 0.2145
H 3.437632 -1.435019 -5.843092 -0.3831 0.2177 -0.0299
H -2.981003 -0.439335 3.272567 -0.1165 0.0922 0.2575
C -3.100081 0.333006 4.040267 0.0826 -0.0621 -0.0586
C 1.419328 1.003789 4.439359 0.0947 -0.0019 0.2834
H 4.491789 1.134260 -1.912510 -0.3836 0.4597 -0.0668
O 2.698897 -1.167726 -5.270171 0.5813 -0.4498 0.8816
H 0.544684 4.305171 1.920122 -0.1358 -0.2643 0.2226
N 0.224520 3.344358 2.044930 0.5314 0.2303 -1.1174
C 0.672923 -4.625041 -1.783420 -0.1444 0.2792 -0.0040
H -4.163819 0.556222 4.176497 0.1885 -0.1578 0.0387
H -2.696722 -0.048962 4.982817 -0.1803 0.0084 -0.1276
H 2.624274 -0.714370 1.404060 0.3158 0.3420 -0.2671
C -0.593450 0.709806 2.116423 -0.8951 -1.2968 1.0291
H 1.873021 0.608471 5.351745 0.0897 0.0749 -0.1513
H 3.319270 2.389207 -1.250618 0.0596 -0.6539 -0.1548
H 1.760213 2.041158 4.325993 0.0010 -0.2216 -0.0077
H 2.946648 1.536567 -2.794280 0.3502 -0.1249 0.4981
H 1.797176 0.398338 3.604795 -0.1347 0.1025 0.0499
H -0.418735 1.514185 5.466273 0.1973 -0.2702 -0.2948
H -1.698536 -0.855668 -4.033786 -0.6077 0.1722 0.2755
H -2.925195 -2.625714 -1.810075 0.4036 -0.1543 0.4863
```
Positions in Å, forces in eV/Å.